44
Properties=species:S:1:pos:R:3 method="wB97M-V/def2-TZVPD" homo_lumo_gap_ev=6.9948 smiles="C/C=C(/C)C(=O)OC[C@@H]1C2=C(C=CN1C=O)C(=O)C(C)=C(OC)C2=O" charge=0 de_lowest_kcal_mol=123.43
C 0.861 -1.814 -3.787
C 2.019 -1.096 -3.164
C 2.137 0.186 -2.576
C 3.413 0.580 -1.868
C 0.970 1.048 -2.225
O 0.890 2.248 -2.563
O -0.011 0.340 -1.573
C -1.209 0.985 -1.313
C -1.083 1.755 0.017
C -0.826 0.879 1.194
C -1.931 0.363 1.818
C -3.266 1.018 1.763
C -3.371 2.102 0.881
N -2.282 2.566 0.151
C -2.261 3.853 -0.420
O -3.258 4.597 -0.415
C -1.857 -0.938 2.543
O -2.938 -1.499 2.798
C -0.564 -1.547 2.846
C -0.749 -2.783 3.699
C 0.549 -1.008 2.265
O 1.805 -1.697 2.496
C 2.652 -1.863 1.352
C 0.463 0.267 1.450
O 1.465 0.873 1.286
H -0.068 -1.278 -3.801
H 0.568 -2.673 -3.159
H 1.282 -2.315 -4.763
H 2.963 -1.658 -3.114
H 3.447 1.592 -1.884
H 4.337 0.216 -2.342
H 3.331 0.197 -0.898
H -1.491 1.645 -2.184
H -2.021 0.302 -1.289
H -0.274 2.552 -0.094
H -4.180 0.597 2.253
H -4.378 2.607 0.801
H -1.367 3.887 -1.076
H -1.598 -3.407 3.489
H -0.892 -2.486 4.808
H 0.176 -3.461 3.659
H 3.159 -2.834 1.440
H 2.065 -1.969 0.405
H 3.320 -0.934 1.093

---

25
Properties=species:S:1:pos:R:3 method="wB97M-V/def2-TZVPD" homo_lumo_gap_ev=7.6559 charge=0 de_lowest_kcal_mol=59.41
C 2.796 1.379 -0.809
C 1.199 -0.032 3.429
C 2.679 1.206 -2.141
C 0.862 -1.262 3.838
C 0.778 1.053 -1.293
C 0.085 -0.948 1.758
C -1.368 0.036 -3.370
C -2.325 0.602 -0.261
N 1.566 1.283 -0.229
N 0.668 0.186 2.231
N 1.409 0.996 -2.474
N 0.115 -1.783 2.830
Si -0.948 0.581 -1.523
H 3.749 1.639 -0.360
H 1.711 0.712 4.017
H 3.522 1.402 -2.758
H 1.024 -1.819 4.863
H -0.514 0.070 -4.091
H -1.886 -0.944 -3.440
H -2.158 0.695 -3.835
H -2.062 -0.035 0.635
H -2.471 1.665 0.033
H -3.198 0.075 -0.904
H 0.949 0.866 1.558
H -0.348 -2.689 2.809

---

21
Properties=species:S:1:pos:R:3 method="wB97M-V/def2-TZVPD" homo_lumo_gap_ev=8.3690 smiles="C/C=C/C=C/NC.O" charge=0 de_lowest_kcal_mol=88.34
C -0.195 1.274 -3.079
C 0.179 0.841 -1.736
C -0.470 -0.245 -1.234
C -0.532 -0.654 0.234
C -0.221 0.274 1.155
N -0.134 -0.175 2.483
C -0.290 0.799 3.551
H -0.663 0.798 -3.920
H -1.003 2.185 -2.928
H 0.700 1.854 -3.501
H 1.081 1.184 -1.283
H -1.061 -0.845 -1.967
H -0.977 -1.646 0.351
H 0.036 1.237 0.917
H -0.595 -1.087 2.579
H 0.342 0.313 4.334
H -1.367 1.178 3.719
H 0.419 1.645 3.396
O 1.637 -3.254 -0.747
H 1.917 -3.229 -1.747
H 1.200 -2.445 -0.580

---

70
Properties=species:S:1:pos:R:3 method="wB97M-V/def2-TZVPD" multiplicity=5 homo_lumo_gap_ev="6.3050 / 6.8794" charge=+1 de_lowest_kcal_mol=5.72
Rh 1.462 -1.792 0.441
N 0.056 -3.583 0.940
C 0.757 -4.569 1.706
C 0.165 -5.367 2.638
C 0.923 -6.333 3.340
C 2.249 -6.501 3.077
C 2.894 -5.672 2.124
C 4.267 -5.776 1.806
C 4.819 -4.913 0.905
C 4.008 -3.908 0.342
N 2.729 -3.785 0.605
C 2.152 -4.678 1.463
H -0.114 -3.919 -0.005
H -0.834 -3.322 1.350
H -0.898 -5.277 2.827
H 0.431 -6.954 4.076
H 2.826 -7.257 3.593
H 4.867 -6.539 2.285
H 5.863 -4.968 0.633
H 4.432 -3.171 -0.329
S -0.197 -0.422 1.643
C -0.662 0.778 0.497
N -1.425 1.824 0.907
C -1.705 2.909 -0.021
C -1.927 2.347 -1.402
N -0.745 1.580 -1.772
C -0.367 1.577 -3.187
C -0.277 2.976 -3.740
C 0.641 3.874 -3.203
C 0.735 5.164 -3.699
C -0.088 5.567 -4.745
C -1.001 4.678 -5.286
C -1.097 3.386 -4.781
C -0.237 0.713 -0.860
S 0.862 -0.525 -1.436
C -2.244 1.793 2.117
C -3.689 1.494 1.793
C -4.690 2.413 2.075
C -6.014 2.135 1.753
C -6.340 0.936 1.141
C -5.342 0.012 0.853
C -4.025 0.290 1.177
H -0.870 3.615 -0.038
H -2.594 3.436 0.322
H -2.061 3.149 -2.125
H -2.814 1.704 -1.417
H -1.082 0.979 -3.761
H 0.601 1.088 -3.269
H 1.286 3.558 -2.390
H 1.452 5.855 -3.277
H -0.012 6.573 -5.135
H -1.643 4.987 -6.100
H -1.816 2.693 -5.203
H -2.161 2.762 2.614
H -1.831 1.045 2.790
H -4.437 3.352 2.554
H -6.786 2.858 1.979
H -7.370 0.719 0.891
H -5.597 -0.927 0.379
H -3.245 -0.431 0.958
C 4.738 0.462 -0.329
O 3.955 -0.656 0.162
C 2.977 -0.506 1.022
C 2.853 0.827 1.666
H 5.286 0.931 0.484
H 4.074 1.172 -0.817
H 5.427 0.032 -1.047
H 2.506 1.562 0.929
H 3.819 1.161 2.049
H 2.125 0.788 2.469

---

17
Properties=species:S:1:pos:R:3 method="wB97M-V/def2-TZVPD" homo_lumo_gap_ev=10.8718 charge=+1 de_lowest_kcal_mol=31.96
C 2.121 -0.010 -0.442
C -1.015 -1.094 0.414
C -1.534 0.210 0.224
N 3.435 -0.180 -0.354
N -2.430 0.314 -0.745
N -1.207 1.280 0.845
O 1.434 0.492 0.501
H -1.302 -1.753 -0.421
H -1.371 -1.650 1.266
H -0.012 -0.882 0.528
H 4.105 -0.450 -1.110
H 4.035 0.107 0.493
H -2.819 1.210 -0.915
H -2.903 -0.450 -1.246
H 1.700 -0.523 -1.326
H -1.567 2.112 0.525
H -0.670 1.265 1.762

---

55
Properties=species:S:1:pos:R:3 method="wB97M-V/def2-TZVPD" multiplicity=3 homo_lumo_gap_ev="4.9930 / 3.7404" charge=+2
C 7.591 0.882 9.298
C 8.106 1.222 10.718
C 7.052 2.148 11.438
C 5.819 1.375 11.871
C 6.270 0.326 12.942
C 7.145 -0.813 12.359
N 8.261 -0.112 11.467
O 9.493 -0.753 11.244
C 6.137 -1.652 11.472
C 7.784 -1.622 13.549
C 9.452 2.080 10.780
H 6.703 0.250 9.315
H 8.252 0.093 8.940
H 7.586 1.655 8.529
H 6.688 3.011 10.880
H 7.422 2.506 12.399
H 5.317 0.848 11.059
H 5.092 2.043 12.332
H 5.341 -0.195 13.176
H 6.673 0.718 13.876
H 5.569 -2.274 12.164
H 6.649 -2.369 10.830
H 5.387 -1.208 10.817
H 8.439 -0.985 14.143
H 8.388 -2.501 13.325
H 7.019 -2.062 14.190
H 9.366 3.024 10.241
H 10.231 1.513 10.270
H 9.617 2.365 11.819
Ni 10.485 2.988 15.141
O 9.233 1.669 14.549
H 8.307 1.418 14.735
Br 13.485 -1.219 13.356
C 11.757 -0.721 14.007
C 11.660 -0.652 15.513
Br 12.225 -2.206 16.701
H 11.061 -1.502 13.700
H 11.428 0.227 13.583
H 10.638 -0.458 15.837
H 12.210 0.212 15.885
C 6.502 1.942 16.836
C 6.130 2.982 15.739
O 4.709 2.860 15.558
C 4.221 3.864 14.743
C 2.692 3.618 14.379
H 5.842 2.248 17.648
H 6.243 0.893 16.690
H 7.582 2.001 16.974
H 6.424 3.968 16.096
H 6.550 2.793 14.751
H 4.278 4.784 15.325
H 4.868 3.915 13.867
H 2.587 2.642 13.904
H 2.189 4.446 13.879
H 2.237 3.522 15.365

---

18
Properties=species:S:1:pos:R:3 method="wB97M-V/def2-TZVPD" homo_lumo_gap_ev=11.4193 smiles=CCCC1CC1 charge=0 de_lowest_kcal_mol=25.42
C -1.895 0.516 0.888
C -1.360 -0.856 0.476
C 0.170 -0.973 0.554
C 0.900 -0.393 -0.643
C 2.184 0.375 -0.495
C 0.938 1.080 -0.948
H -1.483 1.313 0.264
H -1.633 0.738 1.930
H -2.986 0.562 0.801
H -1.814 -1.618 1.122
H -1.685 -1.088 -0.547
H 0.447 -2.033 0.632
H 0.526 -0.500 1.480
H 0.849 -1.028 -1.527
H 2.526 0.588 0.515
H 2.984 0.212 -1.212
H 0.859 1.382 -1.989
H 0.478 1.772 -0.250

---

74
Properties=species:S:1:pos:R:3 method="wB97M-V/def2-TZVPD" multiplicity=6 homo_lumo_gap_ev="4.6700 / 6.8497" charge=-1 de_lowest_kcal_mol=22.35
O -3.708 -2.181 -2.940
C -4.263 -3.315 -2.193
C -5.362 -3.588 -3.200
H -4.619 -2.990 -1.209
H -3.548 -4.144 -2.120
C -4.775 -2.347 -3.911
H -6.369 -3.484 -2.799
H -5.224 -4.536 -3.726
C -5.722 -1.166 -3.886
H -6.135 -1.032 -2.879
H -6.552 -1.323 -4.585
H -5.182 -0.265 -4.188
C -4.179 -2.589 -5.280
H -3.462 -3.418 -5.255
H -3.661 -1.679 -5.601
H -4.960 -2.818 -6.013
Mn 1.738 0.711 -0.450
C 3.647 -0.226 -0.991
C 3.256 -0.832 0.233
C 1.935 -1.372 0.086
H 3.908 -1.026 1.082
C 1.559 -1.187 -1.297
C 2.600 -0.440 -1.951
H 2.640 -0.179 -3.011
H 4.610 0.235 -1.195
H 1.409 -1.944 0.849
H 0.745 -1.679 -1.804
C 1.698 2.918 -0.558
C 1.769 2.300 -1.845
C 0.581 1.496 -2.004
H 2.542 2.485 -2.581
C -0.187 1.581 -0.785
C 0.507 2.469 0.096
H 0.124 2.836 1.045
H 2.372 3.690 -0.204
H 0.242 1.040 -2.930
H -1.176 1.172 -0.604
O -2.880 -1.180 -0.772
C -1.777 -1.402 -1.693
C -1.356 -2.873 -1.599
H -0.955 -0.748 -1.328
H -2.008 -1.104 -2.707
C -1.870 -3.300 -0.218
H -0.285 -3.023 -1.684
H -1.822 -3.436 -2.406
C -2.579 -2.051 0.340
H -1.042 -3.612 0.426
H -2.568 -4.141 -0.297
H -1.865 -1.528 1.007
H -3.503 -2.312 0.868
C 0.945 1.964 5.453
C 2.370 1.526 5.179
C 2.998 2.059 3.873
C 3.020 3.617 3.826
C 1.785 4.324 3.299
C 4.452 1.565 3.773
O 5.113 1.080 4.674
N 4.977 1.792 2.504
C 4.221 1.905 1.333
O 4.733 2.274 0.281
N 2.904 1.495 1.435
C 2.300 1.436 2.640
O 1.182 0.883 2.729
H 0.871 3.027 5.708
H 0.562 1.390 6.303
H 0.323 1.743 4.579
H 3.017 1.834 6.010
H 2.402 0.428 5.131
H 3.235 3.947 4.853
H 3.884 3.932 3.221
H 0.862 3.961 3.768
H 1.879 5.396 3.519
H 1.699 4.222 2.210
H 5.976 1.740 2.373

---

13
Properties=species:S:1:pos:R:3 method="wB97M-V/def2-TZVPD" homo_lumo_gap_ev=8.6520 charge=0 de_lowest_kcal_mol=103.55
C 0.587 0.228 -1.642
C 0.596 1.577 -1.013
C 0.179 -0.327 1.476
C -1.124 -0.995 1.457
C -2.229 -1.367 1.258
H 0.183 0.477 -2.671
H 0.187 -0.955 -0.945
H 1.765 -0.143 -1.535
H 1.106 -0.824 1.046
H 0.348 0.052 2.492
H -3.127 -2.101 1.035
S 1.080 2.888 -1.761
S 0.450 1.489 0.804

---

81
Properties=species:S:1:pos:R:3 method="wB97M-V/def2-TZVPD" multiplicity=4 homo_lumo_gap_ev="8.4200 / 8.4316" charge=+1
V 1.299 1.880 2.742
N -0.574 1.165 0.822
O -1.482 0.915 0.008
O 0.578 1.210 0.602
O -0.775 1.298 1.999
F -3.117 -5.497 -0.825
C -3.682 -4.265 -0.700
C -3.047 -3.321 0.083
C -3.598 -1.990 0.117
C -4.749 -1.739 -0.690
C -5.341 -2.756 -1.437
C -4.816 -4.025 -1.489
H -2.195 -3.593 0.689
H -3.234 -1.209 0.768
H -5.103 -0.735 -0.872
H -6.191 -2.539 -2.068
H -5.108 -4.780 -2.205
C 5.642 1.554 0.634
S 4.663 1.619 2.240
O 3.202 1.677 1.869
C 5.080 -0.139 2.651
H 6.681 1.373 0.908
H 5.573 2.542 0.178
H 5.347 0.726 -0.011
H 4.551 -0.426 3.560
H 6.133 -0.406 2.735
H 4.721 -0.694 1.784
C 1.878 -2.034 0.859
S 1.806 -1.738 2.711
O 1.691 -0.242 2.825
C 0.028 -2.305 2.972
H 1.137 -1.373 0.409
H 1.677 -3.095 0.711
H 2.867 -1.866 0.434
H -0.102 -3.329 2.621
H -0.588 -1.794 2.233
H -0.266 -2.124 4.006
C 2.656 3.298 -1.085
S 2.082 4.452 0.227
O 1.565 3.644 1.377
C 3.695 5.206 0.711
H 3.112 3.910 -1.864
H 1.783 2.811 -1.519
H 3.389 2.674 -0.575
H 4.080 5.718 -0.171
H 4.363 4.499 1.201
H 3.434 5.966 1.448
C -2.341 0.639 4.679
S -0.681 0.450 5.444
O 0.318 1.015 4.426
C -0.931 1.784 6.704
H -2.404 1.615 4.197
H -3.098 0.531 5.456
H -2.395 -0.149 3.927
H -0.024 1.903 7.297
H -1.714 1.581 7.435
H -1.169 2.765 6.290
C -0.808 -1.830 -2.256
O 0.293 -2.253 -3.002
C 0.951 -3.391 -2.737
O 0.763 -4.142 -1.763
O 1.746 -3.576 -3.721
C 2.592 -4.742 -3.859
H -1.715 -2.254 -2.686
H -0.931 -0.747 -2.294
H -0.859 -2.164 -1.219
H 3.406 -4.475 -4.532
H 2.090 -5.512 -4.445
H 2.942 -5.139 -2.906
C -2.386 3.908 -6.189
O -2.992 2.697 -5.700
C -3.078 2.463 -4.345
O -2.723 3.216 -3.493
O -3.696 1.284 -4.236
C -3.809 0.626 -2.983
H -1.303 3.834 -6.100
H -2.715 4.840 -5.730
H -2.601 4.041 -7.250
H -3.625 -0.441 -3.107
H -4.841 0.613 -2.632
H -3.007 0.894 -2.296

---

Number 1: molar mass 345.351 g/mol, E_tot -32745.3658 eV. Number 2: molar mass 192.298 g/mol, E_tot -22325.3889 eV. Number 3: molar mass 115.176 g/mol, E_tot -9967.3436 eV. Number 4: molar mass 631.653 g/mol, E_tot -64308.9752 eV. Number 5: molar mass 104.133 g/mol, E_tot -9784.9141 eV. Number 6: molar mass 493.934 g/mol, E_tot -204825.5329 eV. Number 7: molar mass 84.162 g/mol, E_tot -6415.8386 eV. Number 8: molar mass 526.556 g/mol, E_tot -73168.0607 eV. Number 9: molar mass 130.237 g/mol, E_tot -26947.4348 eV. Number 10: molar mass 701.752 g/mol, E_tot -121246.1407 eV.